A cluster of 10 separate species, C24H53BrN12O22S in total, computed with the ωB97M-V functional and the def2-TZVPD basis.

- charge = 0
- E_tot (eV) = -169524.865
- SMILES = CC[C@H](Br)NCCO[C@H](CCCCSc1nnco1)CCOC=O.C[N+](=O)[O-].C[N+](=O)[O-].C[N+](=O)[O-].C[N+](=O)[O-].C[N+](=O)[O-].C[N+](=O)[O-].C[N+](=O)[O-].C[N+](=O)[O-].C[N+](=O)[O-]
- F_max (hartree/bohr) = 0.0348

Last column: Löwdin charge in e.
Geometry (Å):
Br (0.49, 1.10, -0.32)  0.73
S (2.37, 4.84, -3.05)  0.99
O (-0.64, -1.55, 4.72)  0.06
O (3.03, 2.29, -6.97)  0.08
O (-0.87, 4.33, -6.01)  0.07
O (-1.97, -4.54, 5.45)  0.06
O (1.95, -2.29, -3.94)  -0.01
O (2.96, 3.13, 5.02)  0.05
O (3.15, -2.73, -2.07)  0.05
O (2.77, 5.36, -0.47)  0.04
O (-0.97, 2.49, -7.12)  0.06
O (-0.37, -6.41, -2.09)  0.07
O (-2.91, -0.49, 10.66)  0.08
O (5.11, 0.88, 1.67)  0.07
O (-2.77, -1.50, 4.95)  0.03
O (-1.49, -1.65, 9.52)  0.04
O (-2.24, -0.28, -3.35)  -0.10
O (3.12, 1.08, 4.37)  0.07
O (4.80, 2.00, -0.15)  0.05
O (-0.66, -4.56, -1.03)  0.04
O (2.89, 4.33, -6.29)  0.05
O (-2.38, 1.21, 5.69)  0.07
O (-2.60, 1.23, 3.55)  0.06
O (-1.37, -6.13, 4.13)  0.07
N (-1.89, -0.42, 0.25)  -0.05
N (2.82, 3.47, -7.15)  -0.42
N (-1.42, 3.55, -6.76)  -0.44
N (0.91, 4.27, -0.79)  0.04
N (-2.93, 1.55, 4.67)  -0.44
N (2.94, 2.26, 4.17)  -0.45
N (4.95, 0.96, 0.47)  -0.45
N (0.00, -5.51, -1.37)  -0.45
N (1.03, 4.58, 0.57)  0.06
N (-1.64, -1.61, 5.39)  -0.43
N (-2.18, -5.34, 4.57)  -0.44
N (-2.35, -1.52, 10.37)  -0.44
C (-4.10, 2.46, 4.78)  0.05
C (4.90, -0.30, -0.31)  0.05
C (-0.59, -2.30, 1.99)  -0.10
C (-2.54, -0.93, -2.13)  -0.18
C (0.95, 2.67, -4.02)  -0.26
C (1.93, 4.75, -1.36)  -0.69
C (0.69, -2.42, -3.24)  -0.15
C (-0.42, -1.79, -4.07)  -0.07
C (1.40, -5.58, -0.87)  0.05
C (-2.55, 0.07, -0.95)  -0.19
C (-0.42, 0.66, -4.67)  -0.12
C (-2.76, -2.74, 11.12)  0.05
C (2.66, 2.69, 2.77)  0.02
C (2.44, 3.92, -8.52)  0.06
C (0.05, -1.01, 1.53)  -0.29
C (1.00, 1.15, -4.29)  -0.18
C (-2.76, 3.93, -7.29)  0.05
C (-3.54, -5.36, 3.97)  0.05
C (3.02, -2.19, -3.15)  -0.34
C (-1.48, -1.83, 6.85)  0.01
C (-0.85, -0.36, -3.62)  -0.35
C (2.37, 3.14, -3.71)  -0.45
C (-0.49, -0.57, 0.17)  -0.70
C (2.11, 5.21, 0.69)  -0.23
H (-3.03, 4.90, -6.89)  0.10
H (-3.46, 3.16, -6.98)  0.10
H (3.44, 3.39, 2.49)  0.09
H (-3.87, 3.37, 4.24)  0.10
H (-0.89, -1.00, 7.24)  0.10
H (-3.55, -1.32, -2.24)  0.12
H (5.03, -1.13, 0.37)  0.10
H (-2.19, -3.58, 10.76)  0.09
H (-1.29, -2.43, -3.95)  0.12
H (-0.32, -0.06, -2.71)  0.08
H (-2.16, 0.10, 1.08)  0.11
H (-1.90, -1.78, -1.93)  0.11
H (-0.10, -2.58, 2.91)  0.05
H (-3.43, -5.15, 2.91)  0.10
H (1.50, -6.50, -0.29)  0.10
H (2.42, 3.05, -9.16)  0.10
H (-0.41, 0.24, -5.67)  0.10
H (1.14, -1.07, 1.50)  0.10
H (-2.46, -1.86, 7.30)  0.09
H (2.94, 3.17, -4.63)  0.03
H (1.59, -4.71, -0.24)  0.09
H (0.62, 3.12, -4.95)  0.07
H (-4.14, -4.61, 4.46)  0.09
H (-2.18, 1.04, -1.31)  0.10
H (2.06, -5.59, -1.73)  0.10
H (2.83, 2.44, -3.01)  0.08
H (1.43, 0.61, -3.45)  0.08
H (3.82, -1.57, -3.57)  0.15
H (0.27, 2.89, -3.20)  0.10
H (-0.96, -2.77, 6.98)  0.09
H (2.47, 5.62, 1.61)  0.13
H (-0.43, -3.12, 1.28)  0.06
H (-4.28, 2.66, 5.83)  0.09
H (1.71, 1.04, -5.12)  0.10
H (2.67, 1.82, 2.13)  0.06
H (-2.68, 3.96, -8.38)  0.10
H (3.93, -0.34, -0.79)  0.08
H (-0.09, -1.81, -5.10)  0.12
H (-3.60, 0.24, -0.69)  0.12
H (5.71, -0.26, -1.04)  0.10
H (-0.17, -0.20, 2.22)  0.09
H (-4.95, 1.95, 4.33)  0.10
H (1.68, 3.17, 2.77)  0.09
H (-1.63, -2.13, 2.24)  0.07
H (0.76, -1.91, -2.28)  0.10
H (0.46, -3.46, -3.05)  0.11
H (-1.09, 1.51, -4.63)  0.10
H (3.19, 4.63, -8.84)  0.10
H (-3.82, -2.89, 10.95)  0.10
H (1.47, 4.38, -8.45)  0.10
H (-3.95, -6.36, 4.12)  0.10
H (-0.24, -1.37, -0.52)  0.08
H (-2.56, -2.55, 12.17)  0.10

A cluster of 6 separate species, C5H22NO5 in total, computed with the ωB97M-V functional and the def2-TZVPD basis.

- energy above the lowest of the compared OMol25 structures with the same formula, charge and spin (kcal per mole) = 81.1
- charge = +1
- F_max (hartree/bohr) = 0.1189

Last column: Löwdin charge in e.
Geometry (Å):
O (-1.80, 1.66, -3.33)  -0.09
O (2.56, 0.73, -0.91)  0.02
O (2.33, 0.18, 1.51)  -0.06
O (2.29, 2.99, 1.73)  -0.01
O (0.99, 2.28, -2.50)  -0.09
N (-0.59, -0.26, -1.88)  0.12
C (-1.01, -2.24, 1.99)  -0.26
C (-1.33, -0.55, -0.66)  -0.09
C (-1.63, -0.82, 1.67)  -0.22
C (-1.75, -3.44, 1.36)  -0.12
C (-0.81, -0.26, 0.59)  -0.05
H (1.62, 1.65, -2.88)  0.05
H (-2.76, -3.06, 1.00)  0.08
H (3.08, -0.09, 2.04)  0.08
H (-1.12, 2.26, -3.79)  0.10
H (-2.28, -1.08, -0.90)  0.14
H (-0.69, -1.14, -2.47)  0.19
H (2.13, 1.10, 1.87)  0.06
H (-1.49, -0.27, 2.65)  0.13
H (-0.92, 0.53, -2.50)  0.07
H (-1.91, -4.38, 2.09)  0.11
H (2.36, 2.86, 0.78)  0.03
H (-1.22, -3.98, 0.54)  0.07
H (2.42, 0.32, -0.13)  -0.08
H (-2.67, -1.03, 1.60)  0.09
H (-1.04, -2.27, 3.09)  0.10
H (-2.51, 2.18, -2.83)  0.12
H (0.04, 0.36, 0.84)  0.10
H (3.12, 1.42, -0.78)  0.00
H (2.62, 3.84, 1.87)  0.04
H (0.09, -2.11, 1.74)  0.11
H (0.48, 0.00, -1.73)  0.17
H (1.44, 2.63, -1.66)  0.08

A structure of composition C37H32Cl2N5O4STi, computed with the ωB97M-V functional and the def2-TZVPD basis.

- energy above the lowest of the compared OMol25 structures with the same formula, charge and spin (kcal per mole) = 0.0
- charge = -1
- F_max (hartree/bohr) = 0.0122

Last column: Löwdin charge in e.
Geometry (Å):
Ti (-0.66, -0.85, -0.04)  0.94
Cl (-7.77, -1.77, -1.53)  0.60
Cl (-3.17, -4.59, -1.33)  0.68
S (0.92, 1.07, 1.07)  0.81
O (1.46, -1.50, -3.70)  0.04
O (-1.98, -2.03, -0.63)  -0.20
O (-2.01, 0.47, 0.04)  -0.31
O (0.51, -3.75, 2.83)  0.05
N (0.73, -2.49, -0.42)  0.07
N (-0.50, 2.80, -0.33)  0.14
N (1.62, 3.48, 0.09)  0.08
N (-0.20, -1.76, 1.86)  -0.02
N (0.31, -0.48, -1.96)  0.01
C (-5.39, -3.06, -1.38)  -0.17
C (1.77, -4.90, -1.09)  -0.04
C (1.34, -4.67, 0.21)  0.02
C (5.22, 4.18, -0.19)  -0.09
C (-4.03, -3.09, -1.16)  -0.59
C (3.86, 4.12, -0.46)  -0.05
C (1.37, 2.83, -3.23)  -0.08
C (-1.80, -1.02, 3.55)  -0.19
C (0.68, 2.51, 0.22)  -0.76
C (1.13, -2.68, -1.66)  -0.15
C (-0.47, -1.19, 3.14)  -0.22
C (-3.29, -1.95, -0.80)  -0.36
C (0.97, -1.48, -2.56)  -0.47
C (-3.98, -0.71, -0.64)  -0.19
C (-2.09, 0.30, -3.38)  -0.01
C (5.72, 3.57, 0.96)  -0.10
C (2.02, -1.07, 3.59)  -0.06
C (0.34, -2.99, 1.88)  -0.48
C (3.49, 2.88, 1.57)  -0.04
C (-2.93, -1.51, 2.70)  -0.02
C (2.75, 1.02, -2.18)  -0.03
C (0.29, 0.76, -2.65)  -0.20
C (-0.95, 2.51, -3.74)  -0.07
C (1.67, -3.90, -2.05)  0.02
C (0.81, -3.43, 0.51)  -0.15
C (0.30, -0.17, 5.18)  -0.06
C (4.86, 2.93, 1.83)  -0.08
C (-3.31, 0.45, -0.26)  -0.22
C (2.99, 3.46, 0.41)  -0.25
C (0.59, -0.80, 3.97)  -0.23
C (-0.90, 1.21, -3.23)  -0.20
C (1.45, 1.55, -2.69)  -0.21
C (0.17, 3.33, -3.73)  -0.11
C (-1.01, 0.04, 5.58)  -0.10
C (-5.38, -0.69, -0.89)  -0.08
C (-6.04, -1.83, -1.24)  -0.68
C (-2.05, -0.39, 4.77)  -0.06
H (-2.10, -0.48, -2.62)  0.05
H (2.26, 3.44, -3.28)  0.10
H (1.12, 0.15, 5.81)  0.10
H (5.88, 4.68, -0.88)  0.10
H (0.12, 4.33, -4.14)  0.09
H (3.09, 0.19, -2.81)  0.08
H (-3.84, -1.59, 3.29)  0.08
H (1.36, 4.23, -0.54)  0.14
H (-1.88, 2.87, -4.17)  0.11
H (2.00, -4.02, -3.07)  0.12
H (6.79, 3.60, 1.17)  0.10
H (-1.22, 0.54, 6.52)  0.09
H (-3.03, 0.85, -3.33)  0.08
H (-0.53, 3.39, -1.16)  0.09
H (-5.93, 0.24, -0.78)  0.11
H (-5.92, -3.96, -1.66)  0.09
H (2.25, -2.13, 3.75)  0.08
H (-3.84, 1.39, -0.15)  0.11
H (2.21, -0.86, 2.54)  0.04
H (-3.08, -0.25, 5.08)  0.10
H (5.24, 2.47, 2.73)  0.10
H (2.82, 2.40, 2.27)  0.07
H (1.40, -5.42, 0.99)  0.12
H (-3.14, -0.83, 1.87)  0.06
H (2.70, -0.47, 4.20)  0.07
H (2.65, 0.64, -1.16)  0.06
H (-2.71, -2.49, 2.28)  0.09
H (3.47, 4.57, -1.36)  0.10
H (3.52, 1.80, -2.19)  0.07
H (-2.04, -0.20, -4.35)  0.10
H (-1.19, 2.05, -0.29)  0.06
H (2.18, -5.86, -1.36)  0.11

Q: Look up the charge of the second one.
A: +1

Q: charge of number 1 (C24H53BrN12O22S)?
A: 0

Q: Number 3 is which compound?
A: C37H32Cl2N5O4STi

Q: What is the formula in the second record?
A: C5H22NO5